Computed, not measured: a cluster of 2 separate species, C21H25N2 in total, with ωB97M-V/def2-TZVPD.

Element x y z (Å)
C  0.6546  -0.6345  3.0546
N  -0.6388  -0.4570  2.4522
C  -1.3239  -1.7341  2.1462
C  -2.8168  -1.5035  2.4344
C  -2.9484  -0.0371  2.8923
C  -1.5293  0.4055  3.2541
H  1.0460  0.3343  3.3938
H  0.5993  -1.3288  3.9145
H  1.3479  -1.0556  2.3185
H  -1.1325  -1.9994  1.0985
H  -0.9119  -2.5461  2.7717
H  -3.4153  -1.7168  1.5449
H  -3.1325  -2.1859  3.2323
H  -3.3192  0.5780  2.0639
H  -3.6198  0.0764  3.7472
H  -1.3348  0.2523  4.3307
H  -1.3073  1.4550  3.0209
C  -2.5587  -1.7346  -3.3165
N  -1.4594  -1.1092  -2.6040
C  -1.4714  -0.7717  -1.2899
C  -0.2865  -0.0636  -0.9669
C  -0.0282  0.5704  0.2537
C  1.2698  1.1224  0.5562
C  2.4953  0.4410  0.3264
C  3.7107  1.0652  0.6157
C  3.7355  2.3955  1.0574
C  2.5323  3.0681  1.3010
C  1.3155  2.4301  1.0866
C  0.4794  0.0265  -2.2208
C  1.6132  0.7135  -2.6357
C  2.0537  0.5646  -3.9629
C  1.3160  -0.1790  -4.8988
C  0.0927  -0.7615  -4.5320
C  -0.2789  -0.6554  -3.1999
H  -2.1934  -2.0786  -4.2869
H  -2.9432  -2.5838  -2.7380
H  -3.3903  -1.0315  -3.4810
H  -2.3269  -0.9897  -0.6529
H  -0.8948  0.9627  0.7863
H  2.4824  -0.5698  -0.0934
H  4.6508  0.5246  0.4679
H  4.6882  2.9117  1.2033
H  2.5300  4.1027  1.6496
H  0.3655  2.9403  1.2647
H  2.1505  1.3526  -1.9377
H  2.9859  1.0388  -4.2744
H  1.6876  -0.3033  -5.9157
H  -0.5407  -1.3016  -5.2323

Forces on the atoms, in the same order (eV/Å):
C 0.531 -0.178 0.239
N -0.450 -0.578 0.084
C 0.246 0.305 0.252
C 0.124 -0.229 0.229
C 0.119 0.250 -0.309
C 0.168 -0.532 -0.038
H -0.012 -0.284 -0.113
H 0.085 0.266 -0.121
H 0.003 0.036 0.231
H 0.021 -0.074 0.137
H -0.132 0.246 -0.206
H -0.106 0.031 0.226
H -0.062 0.147 -0.267
H -0.086 -0.050 0.205
H 0.009 0.028 -0.267
H 0.000 0.055 -0.252
H -0.141 -0.068 0.092
C -0.448 -0.258 -0.083
N -0.162 0.221 1.547
C 0.147 0.435 -1.216
C -0.109 -0.463 0.042
C -0.727 0.840 -0.755
C 0.830 0.433 0.414
C -0.271 0.227 0.123
C -0.174 -0.027 -0.145
C -0.320 -0.110 0.016
C -0.020 0.108 -0.061
C -0.018 -0.352 -0.079
C -0.321 -0.492 -0.273
C 0.543 -0.003 -0.540
C -0.308 0.050 0.404
C -0.468 -0.239 0.315
C 0.588 0.112 -0.052
C 0.151 0.385 0.227
H -0.184 -0.055 0.290
H 0.186 0.163 -0.222
H 0.413 -0.105 0.052
H 0.269 -0.049 -0.219
H 0.495 -0.090 -0.174
H -0.006 0.329 0.237
H -0.402 0.210 -0.006
H -0.347 -0.249 0.037
H 0.099 -0.344 -0.094
H 0.367 -0.031 0.040
H 0.033 -0.254 -0.303
H -0.336 -0.084 0.106
H -0.135 0.120 0.276
H 0.320 0.202 -0.026

Calculated values
- Orbital gap: 6.8 eV
- Largest force on an atom: 1.6 eV/Å
- Calculated total energy: -924.4659 Eh
- Energy above the lowest of the compared OMol25 structures with the same formula, charge and spin: 44.82 kcal per mole
- Net charge: +1
- Molar mass: 305.4 g mol⁻¹

Atomic partial charges in e from the Löwdin method, atoms 1 to 6:
1. C -0.088
2. N -0.245
3. C -0.162
4. C -0.150
5. C -0.152
6. C -0.169